The following is a DFT calculation (wB97M-V/def2-TZVPD) of the ion C2H5N4 with charge +1.

Last column: Mulliken charge in e.
Positions of all 11 atoms, in Å:
1 H 1.874 -0.608 0.198  0.364
2 N 1.880 -0.278 -0.825  -0.293
3 N 0.735 -0.418 -1.308  0.024
4 C -0.268 -0.573 -0.444  0.432
5 N -1.535 -0.938 -0.500  -0.367
6 C 0.318 0.144 0.583  -0.048
7 N 0.377 1.279 1.089  -0.277
8 H -2.290 -0.622 0.125  0.256
9 H -1.879 -1.477 -1.342  0.284
10 H -0.312 2.057 0.665  0.334
11 H 1.101 1.434 1.760  0.291

relative energy (zero: lowest compared OMol25 entry of this formula, charge and spin): 90.8 kcal per mole
SMILES: [H]/N=N\C(N)=C=[NH2+]
strongest force on any atom: 4.37 eV Å⁻¹
net charge: +1
LUMO level: -5.386 eV



The following is a DFT calculation (wB97M-V/def2-TZVPD) of the ion C2H5N4S with charge +1.

Last column: Mulliken charge in e.
Positions of all 12 atoms, in Å:
1 N 0.027 -1.963 0.066  -0.727
2 N -0.058 -0.607 -0.162  0.431
3 C -1.202 0.049 -0.076  0.050
4 N -0.961 1.394 -0.055  -0.151
5 N 0.416 1.552 0.138  -0.076
6 C 1.135 0.436 0.103  0.190
7 S 2.655 -0.068 0.050  -0.288
8 H -0.262 -2.609 -0.655  0.283
9 H 0.925 -2.206 0.318  0.229
10 H -2.096 -0.641 0.002  0.415
11 H -1.564 2.173 0.181  0.286
12 H 0.985 2.490 0.091  0.359

relative energy (zero: lowest compared OMol25 entry of this formula, charge and spin): 63.6 kcal per mole
SMILES: N[n+]1c[nH][nH]c1=S
strongest force on any atom: 3.91 eV Å⁻¹
net charge: +1
LUMO level: -4.254 eV



The following is a DFT calculation (wB97M-V/def2-TZVPD) of a cluster of 2 separate species, C2H5N4S in total.

Last column: Mulliken charge in e.
Positions of all 12 atoms, in Å:
1 C 0.647 1.172 -2.782  0.420
2 C -0.093 -0.322 0.729  0.730
3 N 0.133 2.205 -2.799  -0.163
4 N -0.406 0.253 1.904  -0.372
5 N 1.035 -0.060 0.125  -0.522
6 N -0.922 -1.232 0.218  -0.332
7 S 1.353 -0.307 -2.656  0.160
8 H 0.221 0.910 2.338  0.219
9 H -1.099 -0.170 2.499  0.218
10 H 1.575 0.755 0.368  0.246
11 H -1.766 -1.503 0.692  0.196
12 H -0.678 -1.701 -0.637  0.199

relative energy (zero: lowest compared OMol25 entry of this formula, charge and spin): 77.5 kcal per mole
strongest force on any atom: 2.58 eV Å⁻¹
net charge: +1
LUMO level (spin up / spin down): -8.778 / -8.780 eV



The following is a DFT calculation (wB97M-V/def2-TZVPD) of an isolated molecule of C2H5N5.

Last column: Mulliken charge in e.
Positions of all 12 atoms, in Å:
1 C 0.716 -1.317 -1.432  -0.913
2 C -0.004 -0.138 -0.753  0.614
3 N -0.631 0.977 -1.048  -0.435
4 N -0.734 1.624 0.160  -0.303
5 N -0.351 0.933 1.106  -0.411
6 N 0.267 -0.121 0.508  0.591
7 N 0.348 -1.204 1.398  -0.677
8 H 0.532 -2.359 -0.936  0.306
9 H 1.883 -1.079 -1.920  0.255
10 H 0.124 -1.428 -2.597  0.283
11 H 1.379 -0.866 1.445  0.325
12 H -0.482 -1.001 2.250  0.365

relative energy (zero: lowest compared OMol25 entry of this formula, charge and spin): 143.4 kcal per mole
SMILES: Cc1nnnn1N
strongest force on any atom: 6.12 eV Å⁻¹
LUMO level: 0.271 eV



The following is a DFT calculation (wB97M-V/def2-TZVPD) of an isolated molecule of C2H5N5.

Last column: Mulliken charge in e.
Positions of all 12 atoms, in Å:
1 C 1.741 -0.483 0.014  -0.838
2 N 0.803 0.599 -0.165  -0.319
3 C -0.464 0.176 -0.147  0.499
4 N -0.748 -1.074 -0.144  -0.219
5 N -2.128 -1.167 -0.019  -0.346
6 N -2.626 0.053 0.024  -0.326
7 N -1.646 0.906 -0.048  0.125
8 H 2.718 -0.071 0.110  0.350
9 H 1.705 -1.155 -0.808  0.285
10 H 1.545 -1.099 0.914  0.308
11 H 0.910 1.422 0.396  0.262
12 H -1.810 1.893 -0.126  0.220

relative energy (zero: lowest compared OMol25 entry of this formula, charge and spin): 48.7 kcal per mole
SMILES: CNc1nnn[nH]1
strongest force on any atom: 3.20 eV Å⁻¹
LUMO level: 0.608 eV



The following is a DFT calculation (wB97M-V/def2-TZVPD) of an isolated molecule of C2H5N5O.

Last column: Mulliken charge in e.
Positions of all 13 atoms, in Å:
1 H -3.201 -1.182 0.299  0.290
2 N -2.693 -0.183 0.148  -0.646
3 C -1.426 -0.262 0.120  0.388
4 N -0.654 -1.449 -0.043  -0.597
5 C 0.664 -1.093 0.067  0.560
6 O 1.758 -1.655 0.132  -0.457
7 N 0.707 0.261 -0.313  -0.044
8 N 1.626 1.206 0.286  -0.536
9 N -0.652 0.891 -0.008  -0.396
10 H 2.335 -0.976 -0.619  0.481
11 H 1.245 1.113 1.192  0.284
12 H 1.422 2.187 -0.320  0.339
13 H -1.132 1.140 -0.942  0.335

relative energy (zero: lowest compared OMol25 entry of this formula, charge and spin): 102.7 kcal per mole
SMILES: [H]/N=c1\nc(O)n(N)[nH]1
strongest force on any atom: 9.79 eV Å⁻¹
LUMO level: -0.206 eV



Copy entry 4 word for word.
The following is a DFT calculation (wB97M-V/def2-TZVPD) of an isolated molecule of C2H5N5.

Last column: Mulliken charge in e.
Positions of all 12 atoms, in Å:
1 C 0.716 -1.317 -1.432  -0.913
2 C -0.004 -0.138 -0.753  0.614
3 N -0.631 0.977 -1.048  -0.435
4 N -0.734 1.624 0.160  -0.303
5 N -0.351 0.933 1.106  -0.411
6 N 0.267 -0.121 0.508  0.591
7 N 0.348 -1.204 1.398  -0.677
8 H 0.532 -2.359 -0.936  0.306
9 H 1.883 -1.079 -1.920  0.255
10 H 0.124 -1.428 -2.597  0.283
11 H 1.379 -0.866 1.445  0.325
12 H -0.482 -1.001 2.250  0.365

relative energy (zero: lowest compared OMol25 entry of this formula, charge and spin): 143.4 kcal per mole
SMILES: Cc1nnnn1N
strongest force on any atom: 6.12 eV Å⁻¹
LUMO level: 0.271 eV



Question: The lowest relative energy (zero: lowest compared OMol25 entry of this formula, charge and spin) belongs to which entry?
Answer: number 5



Question: The highest relative energy (zero: lowest compared OMol25 entry of this formula, charge and spin) belongs to which entry?
Answer: number 4



Question: strongest force on any atom of number 3 (C2H5N4S)?
Answer: 2.58 eV Å⁻¹